ORCA calculation (the ωB97M-V functional and the def2-TZVPD basis) on a cluster of 4 separate species, C31H64N3O13P3S in total at a distorted geometry.

Calculated values
SMILES: CP(C)[C@]1(COc2ccccc2)OC(=O)O[C@@]1(CP(=O)(O)O)[PH2]=S.COCCNCCOC.COCCNCCOC.COCCNCCOC
Frontier orbital gap, eV: 8.324
HOMO level, eV: -8.5

Positions of all 115 atoms, in Å:
H -5.768 -2.108 2.717
H 2.370 4.556 -1.302
H -5.381 -4.010 2.737
H 1.921 -4.229 -6.595
H -0.750 5.328 7.037
C -2.034 -2.001 -0.809
H 3.839 -7.555 -5.142
H 2.510 2.177 -1.738
H 3.006 3.801 1.458
H -8.689 -3.232 0.547
C 4.630 -4.815 -6.971
O -4.425 -0.531 -3.996
H 2.564 1.850 1.994
O 2.465 6.194 7.570
C 2.427 2.484 -0.689
H -7.473 0.654 -2.195
N 3.865 -4.345 -5.810
H -5.081 -4.296 -1.863
C 0.832 2.773 5.051
C 3.122 -4.757 -2.493
H 2.376 -5.844 -6.024
O 0.300 -0.143 -1.582
C 4.885 -7.295 -4.958
N 2.680 4.475 0.773
H -3.333 0.720 1.818
C 2.661 1.081 1.226
H -1.251 -0.230 1.366
H 5.319 -6.496 -8.097
H 4.772 3.100 2.139
C -4.313 -0.691 -2.672
H -0.947 3.985 4.802
C -5.365 -4.464 -0.740
H 1.210 -0.548 -1.420
H 3.300 0.287 1.620
C 0.137 4.102 4.686
H 0.722 -4.742 -4.555
C 3.161 7.104 6.728
O -7.140 -0.638 0.517
H 1.679 0.656 0.999
C 3.096 3.310 5.626
H 3.823 -6.853 -7.269
H 3.254 4.361 5.374
C 0.325 5.255 6.847
O 2.211 2.716 4.687
H -10.242 -2.953 -4.074
H 5.287 5.465 -0.029
H 5.224 6.797 1.100
C -7.927 -1.156 -0.612
O 0.364 -2.901 -2.254
O 3.277 1.606 0.057
H 5.377 -8.155 -4.498
H 4.066 2.812 5.543
H 2.628 -3.872 -2.084
H -2.435 -3.042 -1.161
H -8.927 -0.435 -4.377
C -4.769 -1.358 -0.357
N 0.564 5.311 5.400
H 2.990 6.870 5.677
H -10.065 -4.240 -1.584
C 4.786 -6.340 -7.154
H -4.780 -5.447 -0.401
H 3.970 3.955 -0.832
O 5.539 5.012 1.994
H -6.518 -4.739 -0.635
H 5.775 3.396 0.677
H 0.766 7.378 7.176
C 1.790 -4.516 -4.457
C -8.702 -2.596 -0.443
C -9.538 -3.196 -1.721
H 3.071 6.063 2.032
H 1.874 -3.463 -4.159
H 0.340 1.985 4.473
O -3.439 0.045 -1.703
C -3.181 -0.863 -0.536
C 3.363 5.750 1.024
H 0.740 6.378 8.632
C 2.461 -4.774 -5.816
C -9.646 -2.448 -3.181
C -5.804 -0.177 0.111
O 2.302 -5.404 -3.458
H -6.948 -3.380 1.901
H 4.317 -4.694 -4.971
O -1.257 -1.207 -3.545
O -4.986 -1.688 -1.805
H 4.956 -6.467 -4.248
C 2.907 3.940 -0.575
P -4.825 -3.081 0.461
H 5.633 -4.386 -6.874
H 0.319 4.292 3.622
P -2.440 0.330 0.758
H 6.519 3.239 2.277
C -8.888 -0.997 -3.340
H 1.373 2.383 -0.403
O 5.583 -6.969 -6.151
H 4.193 -4.386 -7.881
H 2.866 8.137 6.935
S -1.825 1.978 -0.159
H -1.453 -2.145 0.222
H 2.967 6.506 0.334
C 5.646 3.619 1.739
C 4.905 5.760 0.956
H 4.085 -4.481 -2.925
H 0.693 2.498 6.105
H 2.745 3.208 6.656
H -5.821 0.651 -0.747
H 3.305 -5.461 -1.677
H 1.556 5.444 5.232
C 1.048 6.398 7.580
H 4.230 7.002 6.929
C -8.047 -0.385 -2.072
H -5.349 0.389 1.058
P -0.691 -1.481 -2.091
H -0.284 -3.670 -2.439
H 0.685 4.314 7.272
C -5.805 -3.103 2.099